1.
Computed, not measured: a 2-piece molecular cluster, C10H17F2N2O4 overall, with ωB97M-V/def2-TZVPD.

```
35
Properties=species:S:1:pos:R:3:mulliken_charge:R:1
N 1.769 0.695 1.028 -0.78
C 1.729 -0.539 0.219 2.06
C 3.077 -0.849 -0.441 -1.41
C 3.696 0.252 -1.312 -0.78
C 3.023 0.491 -2.654 -0.32
F 2.325 1.722 -2.643 -0.33
C 1.281 -1.711 1.152 -1.17
C 2.380 -2.590 1.619 0.47
O 2.639 -3.692 1.301 -0.52
F 3.187 -1.976 2.529 -0.27
C 0.610 -0.422 -0.868 0.04
O 0.643 -1.325 -1.736 -0.77
O -0.194 0.529 -0.741 -0.79
H 1.400 1.460 0.478 0.32
H 2.714 0.900 1.327 0.26
H 2.977 -1.752 -1.046 0.41
H 3.816 -1.085 0.333 0.56
H 4.723 -0.072 -1.508 0.42
H 3.774 1.193 -0.771 0.31
H 2.291 -0.280 -2.884 0.26
H 3.756 0.580 -3.458 0.29
H 0.777 -1.256 2.000 0.44
H 0.580 -2.351 0.619 0.32
C -3.236 0.465 -0.187 -1.15
C -4.105 -0.013 0.949 0.77
O -3.972 -1.097 1.490 -0.66
N -5.092 0.836 1.377 -0.15
C -5.408 2.156 0.875 -0.80
H -2.487 -0.282 -0.424 0.17
H -3.847 0.652 -1.073 0.37
H -2.711 1.380 0.084 0.38
H -5.641 0.467 2.136 0.22
H -5.306 2.904 1.666 0.26
H -6.433 2.191 0.497 0.27
H -4.735 2.420 0.067 0.32
```

Output
- E_tot (eV) = -27253.8356
- energy above the lowest of the compared OMol25 structures with the same formula, charge and spin (kJ/mol) = 0.00
- frontier orbital gap (Eh) = 0.290
- max |F| (Eh/bohr) = 0.0168
- net charge = -1
- HOMO level (eV) = -4.96

2.
Computed, not measured: C10H17F4INO4S2 as an isolated structure in a non-equilibrium geometry, with ωB97M-V/def2-TZVPD.

```
39
Properties=species:S:1:pos:R:3:mulliken_charge:R:1
F -3.505 -2.452 -0.446 -0.26
C -2.383 -1.947 -0.902 0.19
F -2.742 -1.206 -1.999 -0.30
C -1.663 -1.019 0.129 1.05
F -1.973 0.259 -0.235 -0.33
F -0.301 -1.178 0.006 -0.31
N -2.041 -1.326 1.432 -0.97
I -3.240 0.200 2.192 -0.18
H -1.710 -2.732 -1.252 0.12
C 1.479 2.057 4.940 -0.61
C 1.704 3.576 4.954 -0.59
C 0.623 4.207 4.069 -0.65
S -0.789 3.092 4.131 1.08
O -0.989 2.530 2.830 -0.51
O -1.859 3.721 4.867 -0.70
C -0.016 1.855 5.163 -0.64
H 2.068 1.553 5.706 0.34
H 1.768 1.650 3.969 0.31
H 1.608 3.948 5.977 0.29
H 2.702 3.840 4.604 0.31
H 0.319 5.187 4.429 0.32
H 0.944 4.277 3.031 0.36
H -0.370 0.868 4.872 0.37
H -0.292 2.064 6.196 0.34
C 1.325 -1.060 -4.671 -0.69
C -0.139 -1.263 -4.263 -0.27
C -0.574 -2.638 -4.784 -0.65
S 0.912 -3.643 -4.848 1.17
O 1.198 -3.963 -6.227 -0.68
O 0.847 -4.667 -3.836 -0.67
C 2.039 -2.360 -4.316 -0.72
H 1.772 -0.207 -4.162 0.35
H 1.389 -0.882 -5.748 0.33
H -0.220 -1.238 -3.175 -0.01
H -0.780 -0.476 -4.655 0.36
H -1.297 -3.112 -4.125 0.34
H -0.978 -2.576 -5.793 0.35
H 2.995 -2.481 -4.821 0.41
H 2.168 -2.459 -3.239 0.36
```

Output
- E_tot (eV) = -60966.2696
- frontier orbital gap (Eh) = 0.200
- max |F| (Eh/bohr) = 0.0660
- net charge = -1
- HOMO level (eV) = -2.99

3.
Computed, not measured: an isolated ion of composition C10H17F7NO5S and charge +1, with ωB97M-V/def2-TZVPD.

```
41
Properties=species:S:1:pos:R:3:mulliken_charge:R:1
C -2.971 1.584 2.483 -1.41
C -2.539 0.151 2.698 0.08
O -3.608 -0.733 2.949 -0.56
C -1.815 -0.449 1.498 -0.22
O -0.549 0.266 1.388 -0.17
N 0.324 -0.215 0.406 -0.24
C 0.748 -1.665 0.540 -0.81
C 2.273 -1.808 0.468 -0.35
C 2.669 -2.947 -0.468 -0.62
C 4.198 -3.149 -0.575 -0.52
O 4.933 -2.308 0.304 -0.54
S -0.188 0.098 -1.346 1.09
O -1.301 -0.735 -1.581 -0.51
O 1.065 0.036 -1.999 -0.54
C -0.748 1.897 -1.216 0.62
F 0.004 2.489 -0.293 -0.27
F -2.023 1.880 -0.850 -0.27
C -0.554 2.569 -2.604 0.66
F -0.988 1.707 -3.530 -0.25
F 0.743 2.798 -2.771 -0.25
C -1.330 3.913 -2.752 0.63
F -2.640 3.685 -2.759 -0.22
F -0.971 4.491 -3.888 -0.22
F -1.027 4.706 -1.720 -0.23
H -2.109 2.238 2.350 0.35
H -3.517 1.936 3.358 0.44
H -3.624 1.672 1.611 0.36
H -1.848 0.112 3.547 0.24
H -4.447 -0.296 2.778 0.36
H -1.640 -1.508 1.684 0.51
H -2.400 -0.337 0.585 0.23
H 1.165 0.361 0.518 0.53
H 0.341 -1.989 1.493 0.47
H 0.244 -2.232 -0.243 0.47
H 2.670 -1.983 1.466 0.44
H 2.734 -0.876 0.125 0.20
H 2.206 -3.868 -0.108 0.36
H 2.256 -2.751 -1.462 0.29
H 4.443 -4.172 -0.294 0.27
H 4.525 -3.002 -1.604 0.30
H 5.298 -1.568 -0.184 0.32
```

Output
- SMILES = C[C@@H](O)CO[N@@H+](CCCCO)S(=O)(=O)C(F)(F)C(F)(F)C(F)(F)F
- E_tot (eV) = -52220.4985
- energy above the lowest of the compared OMol25 structures with the same formula, charge and spin (kJ/mol) = 0.00
- frontier orbital gap (Eh) = 0.358
- max |F| (Eh/bohr) = 0.0072
- net charge = +1
- HOMO level (eV) = -13.38

4.
Computed, not measured: a 2-piece molecular cluster, C10H17N overall in a non-equilibrium geometry, with ωB97M-V/def2-TZVPD.

```
28
Properties=species:S:1:pos:R:3:mulliken_charge:R:1
C -2.686 0.460 1.066 -0.31
C -3.880 0.529 0.333 -0.35
C -4.082 -0.500 -0.571 -0.21
C -3.173 -1.516 -0.601 -0.32
C -1.917 -1.430 0.082 -0.10
C 4.000 -1.243 0.552 -0.98
C 3.204 -0.270 -0.366 -0.52
C 1.808 0.115 0.174 -0.13
C 1.158 1.232 -0.711 -0.46
C -0.162 1.741 -0.138 -0.80
H -2.484 1.224 1.801 0.42
H -4.565 1.324 0.554 0.39
H -5.061 -0.491 -1.121 0.31
H -3.391 -2.506 -1.116 0.27
H -1.143 -2.206 -0.174 0.28
H 3.871 -1.091 1.681 0.30
H 3.770 -2.378 0.313 0.24
H 5.212 -1.007 0.325 0.25
H 3.042 -0.815 -1.336 0.25
H 3.715 0.676 -0.717 0.35
H 1.167 -0.750 0.124 -0.03
H 2.008 0.356 1.238 0.35
H 1.078 0.993 -1.878 0.28
H 1.751 2.181 -0.816 0.32
H 0.112 2.068 0.888 0.28
H -0.690 2.640 -0.654 0.31
H -1.057 1.017 0.218 0.02
N -1.605 -0.353 0.850 -0.41
```

Output
- SMILES = c1ccncc1.CCCCC
- E_tot (eV) = -12132.7626
- energy above the lowest of the compared OMol25 structures with the same formula, charge and spin (kJ/mol) = 410.72
- frontier orbital gap (Eh) = 0.356
- max |F| (Eh/bohr) = 0.0935
- HOMO level (eV) = -9.04

5.
Computed, not measured: C10H17N3O6 as an isolated structure in a non-equilibrium geometry, with ωB97M-V/def2-TZVPD.

```
36
Properties=species:S:1:pos:R:3:mulliken_charge:R:1
C -1.562 -0.816 0.322 0.71
C -0.374 -0.807 -0.654 -0.41
C -2.465 0.302 -0.127 -0.60
C -3.999 -0.030 0.117 -0.73
C -4.962 1.119 -0.034 0.43
C 2.126 -0.635 -0.380 -0.40
C 3.269 -1.703 -0.020 0.40
C 2.580 0.953 0.161 -0.76
C 3.616 1.442 -0.843 -0.64
C 4.905 1.969 -0.125 0.44
H -1.503 -2.153 2.079 0.34
H -1.819 -0.232 2.393 0.34
H -1.813 -1.882 0.024 0.21
H -2.298 0.617 -1.372 0.30
H -2.104 1.342 0.467 0.26
H -4.372 -0.395 1.211 0.27
H -4.311 -0.866 -0.486 0.38
H -7.060 1.259 -0.841 0.34
H -6.235 -0.220 -0.471 0.30
H 0.479 -0.834 1.045 0.46
H 2.186 -0.505 -1.459 0.52
H 3.049 0.586 1.096 0.37
H 1.633 1.361 0.299 0.61
H 3.794 0.611 -1.451 0.51
H 3.020 2.235 -1.268 0.32
H 5.653 0.127 0.750 0.42
H 1.896 -2.911 -0.777 0.41
N -1.187 -0.956 1.708 -0.66
N -6.254 0.719 -0.085 -0.54
N 0.800 -1.178 0.014 -0.29
O -0.461 -0.749 -1.887 -0.66
O -4.453 2.251 0.015 -0.58
O 4.350 -1.374 0.179 -0.42
O 5.238 3.114 -0.033 -0.53
O 5.761 1.223 0.740 -0.53
O 2.878 -2.986 -0.304 -0.59
```

Output
- E_tot (eV) = -27395.9266
- energy above the lowest of the compared OMol25 structures with the same formula, charge and spin (kJ/mol) = 719.29
- frontier orbital gap (Eh) = 0.352
- max |F| (Eh/bohr) = 0.1345
- HOMO level (eV) = -9.81

6.
Computed, not measured: the molecule C10H17N3O6 in a non-equilibrium geometry, with ωB97M-V/def2-TZVPD.

```
36
Properties=species:S:1:pos:R:3:mulliken_charge:R:1
C -1.900 -0.044 0.122 0.39
C -1.044 0.168 -0.985 0.01
C -2.973 1.077 0.497 -1.06
C -2.576 2.237 1.354 -0.88
C -2.773 1.964 2.835 0.57
C 1.180 -0.727 -0.556 0.92
C 2.100 -0.354 0.600 0.06
C 1.878 -1.240 -1.806 -0.91
C 2.844 -2.479 -1.621 -0.15
C 3.743 -2.673 -2.681 0.31
H -1.386 -0.386 2.140 0.38
H -0.249 0.354 1.298 0.06
H -2.491 -0.888 -0.128 0.36
H -3.376 1.332 -0.464 0.59
H -3.889 0.474 0.944 0.36
H -3.322 2.970 1.186 0.45
H -1.600 2.688 1.165 0.41
H -2.294 3.846 3.083 0.25
H -2.465 3.340 4.687 0.29
H 0.688 1.058 -1.702 0.26
H 0.687 -1.676 -0.084 0.14
H 1.003 -1.565 -2.570 0.14
H 2.385 -0.390 -2.195 0.49
H 2.214 -3.347 -1.580 0.36
H 3.462 -2.346 -0.577 0.28
H 3.683 -3.101 -4.600 0.34
H 1.531 1.484 0.459 0.48
N -0.981 -0.343 1.232 -0.55
N -2.815 3.117 3.661 -0.57
N 0.365 0.595 -0.896 -0.48
O -1.404 -0.247 -2.047 -0.59
O -2.823 0.920 3.394 -0.55
O 2.547 -1.317 1.240 -0.60
O 4.914 -2.354 -2.662 -0.55
O 3.069 -3.007 -3.844 -0.45
O 2.066 0.862 1.101 -0.57
```

Output
- SMILES = NC(=O)CC[C@H](N)C(=O)N[C@@H](CCC(=O)O)C(=O)O
- E_tot (eV) = -27399.1621
- energy above the lowest of the compared OMol25 structures with the same formula, charge and spin (kJ/mol) = 407.12
- frontier orbital gap (Eh) = 0.356
- max |F| (Eh/bohr) = 0.1100
- HOMO level (eV) = -9.51

7.
Computed, not measured: C10H17N4O5SScSeSi as an isolated structure in a non-equilibrium geometry, with ωB97M-V/def2-TZVPD.

```
40
Properties=species:S:1:pos:R:3:mulliken_charge:R:1
Sc 0.000 0.000 0.000 -0.14
O 1.838 2.413 2.664 -0.75
C 1.399 1.655 1.727 0.69
O 0.243 1.107 1.662 -0.47
C 2.351 1.362 0.544 0.64
O 3.517 1.895 0.579 -0.74
O 1.882 0.602 -0.375 -0.52
C -1.252 -2.808 4.617 -1.02
N -1.634 -2.095 3.416 0.09
C -2.466 -2.810 2.444 -0.31
C -1.987 -2.174 1.136 0.04
O -2.458 -2.419 0.033 -0.60
N -0.936 -1.311 1.399 0.20
C -0.776 -1.327 2.686 0.27
N 0.174 -0.637 3.344 -0.52
H -2.117 -3.329 5.043 0.38
H -0.877 -2.120 5.381 0.27
H -0.476 -3.549 4.400 0.35
H -3.526 -2.602 2.604 0.25
H -2.254 -3.883 2.425 0.31
H 0.636 0.029 2.732 0.27
H -0.166 -0.188 4.185 0.25
C 0.272 -0.521 -5.774 -0.90
Si -0.455 0.903 -4.810 0.20
C 0.455 2.475 -5.240 -0.91
C -2.261 1.090 -5.242 -0.90
Se -0.248 0.491 -2.577 0.08
H 0.171 -0.321 -6.860 0.30
H -0.269 -1.455 -5.518 0.23
H 1.345 -0.632 -5.516 0.23
H 0.354 2.675 -6.326 0.31
H 1.528 2.363 -4.982 0.24
H 0.023 3.320 -4.666 0.23
H -2.362 1.290 -6.329 0.30
H -2.692 1.936 -4.668 0.24
H -2.801 0.156 -4.986 0.23
S -4.480 2.165 0.116 -0.59
C -3.049 1.473 0.079 0.51
N -1.921 0.928 0.050 -0.66
H 0.684 -1.606 -0.644 -0.09
```

Output
- E_tot (eV) = -131609.4288
- energy above the lowest of the compared OMol25 structures with the same formula, charge and spin (kJ/mol) = 0.00
- frontier orbital gap (Eh) = 0.182
- max |F| (Eh/bohr) = 0.1662
- net charge = -2
- HOMO level (eV) = -0.84

8.
Computed, not measured: C10H17NO2Pd as an isolated structure in a non-equilibrium geometry, with ωB97M-V/def2-TZVPD.

```
31
Properties=species:S:1:pos:R:3:mulliken_charge:R:1
C -1.732 -0.410 -0.111 -0.46
C 0.045 -3.276 0.825 -0.38
C -1.362 -0.827 -1.372 -0.43
H -2.838 -0.183 0.086 0.40
C 1.061 -2.766 0.133 -0.34
H 0.047 -4.304 1.212 0.34
H -1.782 -0.169 -2.200 0.34
H 2.058 -3.369 0.084 0.22
C -0.003 -1.401 -1.771 -0.55
H 0.489 -0.726 -2.521 0.40
H -0.104 -2.436 -2.289 0.29
C -1.259 -1.066 1.251 -0.52
H -1.941 -0.817 2.092 0.51
H -0.271 -0.676 1.550 0.37
C -1.311 -2.621 0.994 -0.71
H -1.796 -2.725 -0.003 0.29
H -1.949 -3.195 1.716 0.41
C 1.122 -1.518 -0.677 -0.31
H 2.070 -1.553 -1.253 0.47
H 1.234 -0.593 -0.030 -0.04
Pd -0.837 1.990 0.752 0.00
H -2.276 2.161 1.103 0.07
N 0.202 3.732 -0.535 -0.51
C 1.488 3.821 0.191 -0.33
C 1.939 2.422 0.595 0.66
O 3.157 2.288 0.953 -0.67
O 1.175 1.373 0.528 -0.53
H 0.333 3.679 -1.571 0.18
H -0.453 4.482 -0.301 0.30
H 2.238 4.232 -0.495 0.29
H 1.259 4.451 1.066 0.24
```

Output
- spin multiplicity = 3
- E_tot (eV) = -19704.9405
- energy above the lowest of the compared OMol25 structures with the same formula, charge and spin (kJ/mol) = 227.55
- frontier orbital gap (alpha / beta) (Eh) = 0.325 / 0.232
- max |F| (Eh/bohr) = 0.1049
- HOMO level (alpha / beta) (eV) = -8.52 / -8.87

What is the max |F| in the second record? 0.0660 Eh/bohr

Copy entry 2 word for word.
Computed, not measured: C10H17F4INO4S2 as an isolated structure in a non-equilibrium geometry, with ωB97M-V/def2-TZVPD.

```
39
Properties=species:S:1:pos:R:3:mulliken_charge:R:1
F -3.505 -2.452 -0.446 -0.26
C -2.383 -1.947 -0.902 0.19
F -2.742 -1.206 -1.999 -0.30
C -1.663 -1.019 0.129 1.05
F -1.973 0.259 -0.235 -0.33
F -0.301 -1.178 0.006 -0.31
N -2.041 -1.326 1.432 -0.97
I -3.240 0.200 2.192 -0.18
H -1.710 -2.732 -1.252 0.12
C 1.479 2.057 4.940 -0.61
C 1.704 3.576 4.954 -0.59
C 0.623 4.207 4.069 -0.65
S -0.789 3.092 4.131 1.08
O -0.989 2.530 2.830 -0.51
O -1.859 3.721 4.867 -0.70
C -0.016 1.855 5.163 -0.64
H 2.068 1.553 5.706 0.34
H 1.768 1.650 3.969 0.31
H 1.608 3.948 5.977 0.29
H 2.702 3.840 4.604 0.31
H 0.319 5.187 4.429 0.32
H 0.944 4.277 3.031 0.36
H -0.370 0.868 4.872 0.37
H -0.292 2.064 6.196 0.34
C 1.325 -1.060 -4.671 -0.69
C -0.139 -1.263 -4.263 -0.27
C -0.574 -2.638 -4.784 -0.65
S 0.912 -3.643 -4.848 1.17
O 1.198 -3.963 -6.227 -0.68
O 0.847 -4.667 -3.836 -0.67
C 2.039 -2.360 -4.316 -0.72
H 1.772 -0.207 -4.162 0.35
H 1.389 -0.882 -5.748 0.33
H -0.220 -1.238 -3.175 -0.01
H -0.780 -0.476 -4.655 0.36
H -1.297 -3.112 -4.125 0.34
H -0.978 -2.576 -5.793 0.35
H 2.995 -2.481 -4.821 0.41
H 2.168 -2.459 -3.239 0.36
```

Output
- E_tot (eV) = -60966.2696
- frontier orbital gap (Eh) = 0.200
- max |F| (Eh/bohr) = 0.0660
- net charge = -1
- HOMO level (eV) = -2.99